1.
Entry from the OMol25 dataset: 2 unconnected molecules or ions with the total composition C3H2F2 at a distorted geometry (ωB97M-V with the def2-TZVPD basis set).

Each line ends with the Mulliken charge.
CARTESIAN COORDINATES (ANGSTROEM)
F (1.894, 1.006, -0.192)  -0.135
F (2.174, -1.167, -0.019)  -0.148
C (-2.260, 0.146, -0.692)  -0.176
C (-1.105, -0.089, -0.517)  -0.492
C (1.521, -0.103, 0.506)  0.189
H (0.980, -0.292, 1.425)  0.425
H (-3.204, 0.500, -0.511)  0.335

Computed properties:
HOMO level (alpha / beta)	-0.3701 / -0.3456	hartree
E	-314.969888	Ha
2S+1	1
molecular weight	76.0	g mol⁻¹
net charge	0



2.
Entry from the OMol25 dataset: 2 unconnected molecules or ions with the total composition C3H2F2N2 at a distorted geometry (ωB97M-V with the def2-TZVPD basis set).

Each line ends with the Mulliken spin population.
CARTESIAN COORDINATES (ANGSTROEM)
F (2.320, -1.262, -0.553)  0.074
F (-0.221, -0.448, 3.124)  0.000
N (-0.057, 1.157, -1.436)  0.809
N (0.820, 0.331, -1.165)  0.183
C (1.288, -0.773, -1.189)  0.956
C (-0.967, -0.293, 2.066)  0.006
C (-1.654, -0.422, 1.092)  0.000
H (-1.897, -0.210, 0.056)  -0.005
H (0.366, 1.920, -1.995)  -0.023

Computed properties:
HOMO level (alpha / beta)	-0.2863 / -0.3776	hartree
E	-424.440030	Ha
2S+1	3
molecular weight	104.1	g mol⁻¹
net charge	0



3.
Entry from the OMol25 dataset: 2 unconnected molecules or ions with the total composition C3H2F2O2 at a distorted geometry (ωB97M-V with the def2-TZVPD basis set).

Each line ends with the Mulliken charge.
CARTESIAN COORDINATES (ANGSTROEM)
F (1.723, -1.839, -0.951)  -0.212
F (-0.274, 0.420, -0.987)  -0.229
O (0.597, -1.501, 0.907)  -0.403
O (-2.355, -2.120, 0.047)  -0.323
C (1.512, -1.233, 0.223)  0.277
C (-1.509, 0.121, -0.495)  -0.453
C (-1.892, -1.087, -0.197)  0.714
H (-2.118, 0.988, -0.315)  0.302
H (2.311, -0.500, 0.398)  0.327

Computed properties:
HOMO level	-0.3392	hartree
E	-465.659624	Ha
structure (SMILES)	O=C=CF.O=CF
2S+1	1
molecular weight	108.0	g mol⁻¹
net charge	0